Here is a cluster of 3 separate species, C35H66IN2O4P2S in total at a distorted geometry from OMol25. Energies are from wB97M-V/def2-TZVPD.

XYZ file:
```
111
Properties=species:S:1:pos:R:3:forces:R:3:mulliken_charge:R:1
C 3.588 -5.717 0.622 0.06 0.28 0.41 -1.51
C 3.441 -4.189 0.628 -0.25 -0.06 0.16 0.60
C 2.268 -3.714 -0.227 0.18 -0.52 0.17 -1.78
I 2.606 -4.347 -2.235 0.10 0.07 -0.08 0.29
N 1.876 -2.279 0.126 -0.04 -0.02 0.39 0.63
C 0.359 -2.152 0.448 0.41 -0.23 0.98 -0.73
P 0.107 -3.085 2.071 -0.90 -0.80 -0.07 0.20
S -1.618 -3.944 2.228 0.10 0.12 -0.01 -0.32
C -0.253 -0.714 0.502 -0.83 0.41 -0.11 3.38
C -1.173 -0.557 1.751 0.13 0.92 -0.08 -2.48
C -1.843 0.841 1.839 -0.80 -0.52 -0.13 -0.02
C -3.389 0.765 1.907 0.44 0.30 0.14 -0.71
C -3.959 1.024 3.298 -0.81 -0.18 -0.42 -0.73
O -4.183 2.402 3.543 0.59 0.05 0.32 -0.54
C -1.243 -0.511 -0.700 0.22 0.00 -0.41 -2.14
C -1.052 0.678 -1.657 -0.73 0.13 -0.13 -1.25
C -2.182 1.742 -1.626 0.51 0.59 -0.42 1.26
C -1.697 3.110 -1.079 -0.61 -0.53 0.55 -1.32
C -2.698 1.959 -3.054 0.42 -0.45 0.47 -2.17
C 0.813 0.386 0.671 0.77 -0.44 0.14 -1.34
C 2.223 0.198 0.047 -0.96 0.01 0.30 -1.93
C 2.501 -1.148 -0.631 0.33 1.22 -1.08 0.85
C 4.022 -1.274 -0.818 0.14 -0.26 0.26 -2.02
C 4.987 -0.905 0.328 -0.01 0.35 0.07 -0.33
C 4.586 -1.168 1.781 0.02 0.02 0.19 -1.54
O 5.296 0.479 0.219 -0.14 -0.17 0.07 -0.13
C 6.678 0.812 0.167 -0.03 0.82 0.23 -0.75
C 6.950 2.081 0.951 -0.02 -0.13 0.14 0.61
C 5.951 3.035 1.139 0.61 0.35 0.32 -0.31
C 6.227 4.190 1.875 0.35 -0.67 -0.19 -0.57
C 7.496 4.378 2.421 -0.04 -0.10 -0.11 -0.43
C 8.503 3.434 2.225 -0.61 -0.41 -0.39 -0.61
C 8.226 2.277 1.490 -0.55 0.64 0.11 -0.53
P 1.761 -1.000 -2.370 -0.96 -1.24 -0.71 -0.35
N 0.485 -1.870 -2.635 0.44 0.26 0.13 -0.50
H 2.731 -6.198 0.165 -0.01 -0.18 -0.24 0.42
H 4.512 -6.027 0.157 -0.01 -0.16 -0.35 0.41
H 3.624 -6.066 1.648 0.05 -0.10 0.16 0.38
H 3.211 -3.906 1.656 0.02 0.16 0.13 0.25
H 4.362 -3.683 0.366 0.17 -0.02 -0.11 0.06
H 1.430 -4.324 0.082 -0.34 0.06 -0.23 1.07
H 2.308 -2.189 1.049 0.19 0.16 -0.02 0.46
H -0.141 -2.811 -0.249 -0.17 0.19 -0.40 1.02
H 0.517 -2.250 3.120 0.32 0.06 -0.13 0.06
H 1.112 -4.067 2.054 0.30 0.33 0.08 0.10
H -0.582 -0.634 2.660 0.02 -0.40 0.17 0.39
H -1.970 -1.286 1.736 0.05 -0.37 0.09 0.46
H -1.534 1.332 2.754 0.33 0.32 0.00 0.88
H -1.593 1.463 0.991 0.32 0.13 -0.04 -0.82
H -3.770 -0.175 1.514 0.05 -0.21 -0.02 0.39
H -3.787 1.542 1.257 -0.21 0.08 -0.14 0.19
H -4.911 0.497 3.385 -0.08 -0.16 0.09 0.33
H -3.313 0.651 4.083 0.20 0.04 0.16 0.40
H -4.743 2.739 2.843 -0.19 0.10 -0.11 0.34
H -2.257 -0.439 -0.323 -0.10 0.10 0.39 1.07
H -1.266 -1.409 -1.303 0.20 -0.10 -0.04 0.68
H -0.114 1.213 -1.548 0.22 -0.08 0.17 0.42
H -1.041 0.280 -2.666 0.13 -0.22 -0.15 0.42
H -3.003 1.386 -1.012 -0.14 -0.13 0.14 -0.04
H -2.199 3.336 -0.139 -0.03 0.14 0.13 0.23
H -1.960 3.908 -1.762 0.20 0.22 -0.15 0.37
H -0.634 3.112 -0.857 0.23 0.17 -0.19 0.26
H -3.046 1.010 -3.456 -0.29 0.01 -0.17 0.44
H -1.843 2.265 -3.653 0.00 0.21 -0.28 0.40
H -3.461 2.726 -3.094 -0.20 0.08 -0.16 0.63
H 0.961 0.526 1.739 0.07 -0.07 0.21 0.71
H 0.435 1.337 0.333 -0.30 0.12 -0.07 0.20
H 2.357 0.966 -0.705 0.23 0.10 -0.21 0.78
H 2.962 0.426 0.800 0.18 -0.10 0.07 0.24
H 4.273 -0.586 -1.620 0.09 0.24 -0.09 0.70
H 4.309 -2.242 -1.216 -0.19 -0.23 -0.04 0.52
H 5.902 -1.464 0.144 0.10 -0.21 -0.19 0.92
H 5.487 -1.297 2.372 0.15 -0.07 0.12 0.49
H 4.083 -0.312 2.212 -0.14 0.17 -0.02 0.38
H 3.976 -2.049 1.964 0.08 -0.12 -0.08 0.23
H 7.300 0.029 0.591 0.02 -0.30 -0.10 0.42
H 6.943 0.993 -0.874 0.19 -0.23 -0.22 0.28
H 4.967 2.898 0.724 -0.15 -0.14 -0.10 0.40
H 5.441 4.912 2.018 -0.03 0.22 0.09 0.40
H 7.697 5.265 3.001 0.06 0.11 0.07 0.38
H 9.485 3.563 2.645 0.13 0.14 0.10 0.40
H 8.994 1.536 1.335 0.14 -0.14 0.01 0.39
H 2.826 -1.277 -3.245 0.27 0.29 0.21 0.21
H 1.508 0.368 -2.527 0.43 0.12 0.27 0.12
H 0.625 -2.532 -3.383 -0.17 -0.14 -0.04 0.30
C -3.081 5.705 -6.430 0.04 -0.09 -0.02 -0.57
C -4.432 5.154 -6.880 -0.03 0.08 0.02 -0.56
C -4.760 4.184 -5.754 0.06 -0.07 0.01 -0.42
O -4.164 4.725 -4.571 0.03 0.01 -0.02 -0.35
C -3.270 5.785 -4.922 -0.08 0.06 0.02 -0.35
H -2.829 6.667 -6.874 -0.02 0.01 0.00 0.35
H -2.287 4.997 -6.676 0.00 0.01 0.00 0.26
H -5.171 5.957 -6.915 -0.01 -0.01 0.00 0.26
H -4.407 4.673 -7.856 0.02 -0.01 0.00 0.33
H -4.327 3.195 -5.942 -0.02 0.00 -0.04 0.24
H -5.831 4.067 -5.591 0.00 0.00 0.05 0.32
H -3.725 6.737 -4.629 0.04 0.02 -0.01 0.27
H -2.337 5.664 -4.369 -0.02 -0.03 0.03 0.23
C -5.340 -4.714 3.454 0.04 0.06 0.07 -0.52
C -6.735 -5.166 3.880 -0.01 -0.02 -0.09 -0.64
C -7.488 -3.843 3.917 0.05 0.03 0.07 -0.42
O -6.888 -3.010 2.920 0.03 0.00 0.02 -0.42
C -5.668 -3.597 2.472 -0.04 -0.05 -0.08 0.20
H -4.735 -5.502 3.007 -0.02 -0.02 -0.01 0.35
H -4.795 -4.312 4.312 0.00 -0.01 0.00 0.27
H -7.163 -5.824 3.121 -0.01 0.00 0.01 0.28
H -6.755 -5.689 4.834 0.01 0.01 0.02 0.35
H -7.382 -3.353 4.890 -0.02 -0.04 0.02 0.27
H -8.550 -3.951 3.699 0.00 0.04 -0.03 0.27
H -5.819 -3.991 1.460 0.06 -0.01 0.00 0.26
H -4.894 -2.827 2.430 -0.02 0.03 0.00 -0.25
```
Positions in Å, forces in eV/Å.

Gap between HOMO and LUMO = 7.916 eV
Net charge = +1
HOMO energy = -0.3977 Eh
LUMO energy = -2.9 eV
Total energy = -3161.86771 Eh